Record 1
C4H11NO | ωB97M-V with the def2-TZVPD basis set

CARTESIAN COORDINATES (ANGSTROEM)
C (-0.79355, -0.03095, 0.47856)
C (0.51965, 0.09020, 0.17050)
C (-1.59621, -1.28918, 0.43351)
C (1.37708, -1.08673, -0.23288)
N (1.19068, 1.28079, 0.43224)
O (-0.82336, 2.41942, -1.50222)
H (-0.07119, 2.37557, -0.87859)
H (-1.31305, 0.82376, 0.90695)
H (-0.91731, 1.45461, -1.76184)
H (0.83910, 1.78489, 1.24651)
H (2.20424, 1.18525, 0.48623)
H (-1.07564, -2.14060, 0.88199)
H (-2.53074, -1.16483, 0.98859)
H (-1.84880, -1.53428, -0.60183)
H (2.02994, -0.79306, -1.06201)
H (2.01689, -1.42931, 0.58744)
H (0.79226, -1.94556, -0.57316)

Computed properties:
Total charge = 0
SMILES string = C/C=C(\C)N.O
LUMO level = 0.837 eV
Energy above the lowest of the compared OMol25 structures with the same formula, charge and spin = 22.9 kcal/mol
HOMO energy = -8.20 eV

These are the Löwdin partial charges, in e, on atoms 1 to 6: -0.15, -0.43, -0.12, -0.04, 0.05, -0.11


Record 2
C4H11NO | ωB97M-V with the def2-TZVPD basis set

CARTESIAN COORDINATES (ANGSTROEM)
C (0.30468, -1.31387, -0.58224)
C (-0.61675, -0.36762, 0.13767)
C (-1.92749, -0.34212, -0.12291)
C (1.17973, 0.39879, 1.70365)
N (-0.01818, 0.61002, 0.91787)
H (0.41620, -2.27093, -0.07031)
H (1.29553, -0.90145, -0.76377)
H (-0.08987, -1.51003, -1.57523)
H (-2.38698, -1.03514, -0.81280)
H (-2.58796, 0.40471, 0.30334)
H (1.63706, -0.55151, 1.44530)
H (0.95022, 0.32293, 2.77610)
H (1.85181, 1.24999, 1.61865)
H (-0.54369, 1.43489, 1.14646)
H (-0.41197, 1.18452, -2.55092)
H (0.43859, 1.41410, -1.30965)
O (0.50907, 1.27272, -2.26120)

Computed properties:
Total charge = 0
SMILES string = C=C(C)NC.O
LUMO level = 0.864 eV
Energy above the lowest of the compared OMol25 structures with the same formula, charge and spin = 31.2 kcal/mol
HOMO energy = -8.03 eV

These are the Löwdin partial charges, in e, on atoms 1 to 6: -0.07, -0.46, 0.01, -0.09, -0.07, 0.08


Record 3
C4H11NO | ωB97M-V with the def2-TZVPD basis set

CARTESIAN COORDINATES (ANGSTROEM)
C (-0.74766, 0.91224, 1.41054)
C (0.03902, 0.98089, 0.08264)
C (1.03980, -0.20418, 0.04429)
C (0.36583, -1.48297, -0.46345)
O (1.25171, -2.58013, -0.82449)
N (-0.96650, 0.89206, -1.01029)
H (-1.42379, 1.78134, 1.54009)
H (-0.11380, 0.79398, 2.28518)
H (-1.47258, 0.09549, 1.46340)
H (0.51120, 1.94976, 0.00341)
H (1.88042, 0.21697, -0.53235)
H (1.39510, -0.35591, 1.06269)
H (-0.24063, -1.82443, 0.37159)
H (-0.17138, -1.30281, -1.37018)
H (1.45815, -2.43797, -1.76453)
H (-1.91958, 0.86768, -0.68169)
H (-0.88531, 1.69798, -1.61686)

Computed properties:
Total charge = 0
SMILES string = C[C@H](N)CCO
LUMO level = 1.028 eV
Energy above the lowest of the compared OMol25 structures with the same formula, charge and spin = 30.4 kcal/mol
HOMO energy = -9.21 eV

These are the Löwdin partial charges, in e, on atoms 1 to 6: -0.09, -0.41, -0.15, -0.24, -0.09, 0.02


Record 4
C4H11NO | ωB97M-V with the def2-TZVPD basis set

CARTESIAN COORDINATES (ANGSTROEM)
C (-1.93388, -1.39630, -0.56609)
C (-1.60518, 0.05150, -0.29546)
O (-1.23661, 0.90400, -1.06807)
N (-1.82093, 0.37207, 1.02260)
H (-1.07437, -2.01835, -0.30751)
H (-2.09861, -1.54458, -1.62675)
H (-1.47855, 1.25045, 1.38005)
H (-1.97874, -0.29537, 1.75792)
H (-2.84166, -1.69397, -0.07290)
C (2.18279, 1.21894, 0.30796)
C (1.87521, -0.12114, -0.36249)
H (1.26042, 1.76627, 0.45195)
H (2.70994, 1.11011, 1.25302)
H (2.79391, 1.84256, -0.33306)
H (1.73795, -0.06297, -1.43540)
H (0.91862, -0.47750, 0.03135)
H (2.58968, -0.90574, -0.13711)

Computed properties:
Total charge = 0
SMILES string = CC(N)=O.CC
LUMO level = 0.878 eV
Energy above the lowest of the compared OMol25 structures with the same formula, charge and spin = 4.5 kcal/mol
HOMO energy = -9.98 eV

These are the Löwdin partial charges, in e, on atoms 1 to 6: -0.01, -0.62, 0.05, 0.14, 0.08, 0.08


Record 5
C4H11NO | ωB97M-V with the def2-TZVPD basis set

CARTESIAN COORDINATES (ANGSTROEM)
C (-1.26383, 1.12678, 1.65044)
C (-0.02414, 0.73731, 1.34831)
N (0.62466, 0.87027, 0.11868)
C (1.35053, -0.35881, -0.18811)
C (1.58777, -0.58416, -1.68245)
H (-1.69431, 0.74238, 2.55722)
H (-1.74126, 1.91285, 1.07560)
H (0.51957, 0.15414, 2.09199)
H (0.05360, 1.23707, -0.62761)
H (2.31117, -0.41617, 0.33984)
H (0.79826, -1.28282, 0.07475)
H (2.30809, -1.38135, -1.87655)
H (0.65339, -0.94475, -2.11130)
H (1.98122, 0.28569, -2.20542)
H (-3.00544, -1.23856, -0.05057)
H (-1.94496, -0.22203, 0.08324)
O (-2.51431, -0.63785, -0.59808)

Computed properties:
Total charge = 0
SMILES string = C=CNCC.O
LUMO level = 1.035 eV
Energy above the lowest of the compared OMol25 structures with the same formula, charge and spin = 37.2 kcal/mol
HOMO energy = -8.51 eV

These are the Löwdin partial charges, in e, on atoms 1 to 6: -0.04, -0.25, -0.04, -0.30, -0.10, 0.05


Record 6
C4H11NO | ωB97M-V with the def2-TZVPD basis set

CARTESIAN COORDINATES (ANGSTROEM)
C (2.82070, 1.94320, 0.80169)
C (1.67921, 2.13639, -0.23833)
C (0.69788, 1.04635, -0.11318)
C (0.94271, -0.26729, 0.02342)
N (-0.64663, 1.37269, 0.06529)
H (2.36738, 2.18244, 1.76847)
H (3.19576, 0.90339, 0.81002)
H (3.63428, 2.57452, 0.53995)
H (1.24428, 3.20277, -0.03581)
H (2.13050, 1.93577, -1.25519)
H (2.01084, -0.53614, -0.10934)
H (0.36153, -1.17167, 0.03763)
H (-0.95069, 2.31747, 0.19656)
H (-1.36530, 0.70451, 0.51263)
H (-3.82230, -5.59151, -0.91213)
H (-4.51336, -4.18341, -0.76298)
O (-4.57619, -5.13735, -0.51105)

Computed properties:
Total charge = 0
SMILES string = C=C(N)CC.O
LUMO level = 0.804 eV
Energy above the lowest of the compared OMol25 structures with the same formula, charge and spin = 45.8 kcal/mol
HOMO energy = -7.78 eV

These are the Löwdin partial charges, in e, on atoms 1 to 6: -0.11, -0.21, -0.48, -0.01, 0.05, 0.08


Record 7
C4H11NO | ωB97M-V with the def2-TZVPD basis set

CARTESIAN COORDINATES (ANGSTROEM)
C (1.78037, -1.08249, 0.07787)
C (3.11135, -0.80023, 0.16582)
N (1.06645, -2.09872, 0.79014)
H (1.14746, -0.49362, -0.60500)
H (3.68189, 0.00119, -0.29878)
H (3.77518, -1.47747, 0.69015)
H (1.15181, -2.95753, 0.26649)
H (1.42477, -2.38454, 1.69474)
H (-2.34618, 0.31321, 1.40993)
C (-2.57843, 1.36233, -0.42583)
O (-2.67144, 1.10581, 0.98190)
C (-1.07990, 1.45507, -0.74229)
H (-3.09891, 2.31954, -0.36166)
H (-3.19588, 0.61350, -0.95627)
H (-0.41001, 1.51310, 0.10772)
H (-0.98323, 2.14778, -1.60807)
H (-0.77530, 0.46306, -1.18686)

Computed properties:
Total charge = 0
SMILES string = C=CN.CCO
LUMO level = 1.012 eV
Energy above the lowest of the compared OMol25 structures with the same formula, charge and spin = 62.1 kcal/mol
HOMO energy = -9.34 eV

These are the Löwdin partial charges, in e, on atoms 1 to 6: -0.28, 0.00, 0.00, 0.07, 0.04, 0.04


Record 8
C4H11NO | ωB97M-V with the def2-TZVPD basis set

CARTESIAN COORDINATES (ANGSTROEM)
N (-1.57420, 0.06407, -1.08657)
C (-2.00292, 0.55943, 0.23858)
C (-0.71900, 0.68019, 1.04733)
C (0.12058, -0.50615, 0.56324)
C (-0.24714, -0.58844, -0.92744)
H (-2.24300, -0.62192, -1.40439)
H (-2.67691, -0.16335, 0.70878)
H (-2.54663, 1.50135, 0.14615)
H (-0.93441, 0.68820, 2.11559)
H (-0.20003, 1.58741, 0.75424)
H (-0.08404, -1.44752, 1.08665)
H (1.18905, -0.31444, 0.68188)
H (-0.28688, -1.59394, -1.34935)
H (0.49178, -0.05634, -1.51864)
H (3.46453, 0.67050, -0.60252)
H (4.57725, -0.33762, -0.35613)
O (3.67197, -0.12145, -0.09738)

Computed properties:
Total charge = 0
SMILES string = C1CCNC1.O
LUMO level = 0.796 eV
Energy above the lowest of the compared OMol25 structures with the same formula, charge and spin = 21.0 kcal/mol
HOMO energy = -8.52 eV

These are the Löwdin partial charges, in e, on atoms 1 to 6: -0.07, -0.24, -0.19, -0.18, -0.22, 0.09


Record 9
C4H11NO | ωB97M-V with the def2-TZVPD basis set

CARTESIAN COORDINATES (ANGSTROEM)
C (1.72026, -0.73465, -0.24233)
C (0.48215, -0.04835, 0.22881)
C (0.37040, 1.36000, -0.28852)
C (-0.84319, -0.72243, -0.22487)
H (2.53946, -0.22520, 0.44690)
H (1.79711, -0.41317, -1.33919)
H (1.72163, -1.82222, -0.13353)
H (0.16172, 1.33802, -1.41524)
H (1.21462, 1.99989, -0.14457)
H (-0.46237, 1.84112, 0.17230)
H (-0.31460, 0.24763, 1.96206)
H (-0.86781, -0.87438, -1.29869)
H (-0.72571, -1.69919, 0.30775)
H (-2.72917, -0.81271, 0.54008)
H (-2.53159, 0.51254, -0.47756)
N (-2.08900, -0.03314, 0.27125)
O (0.55609, 0.08623, 1.63533)

Computed properties:
Total charge = 0
SMILES string = CC(C)(O)CN
LUMO level = 0.881 eV
Energy above the lowest of the compared OMol25 structures with the same formula, charge and spin = 25.7 kcal/mol
HOMO energy = -9.57 eV

These are the Löwdin partial charges, in e, on atoms 1 to 6: -0.03, -0.70, -0.07, -0.21, 0.14, 0.11


Record 10
C4H11NO | ωB97M-V with the def2-TZVPD basis set

CARTESIAN COORDINATES (ANGSTROEM)
C (1.51811, 1.61988, -1.69404)
C (0.27709, 1.16696, -0.78153)
C (0.65419, 0.44705, 0.44066)
C (0.53034, -0.84710, 0.72050)
N (0.94721, -1.53078, 1.83952)
H (1.45910, 2.69263, -1.85537)
H (1.53274, 1.14794, -2.67304)
H (2.38695, 1.34649, -1.11681)
H (-0.17327, 2.10974, -0.56261)
H (-0.24900, 0.53078, -1.49416)
H (1.10346, 1.04295, 1.23693)
H (-0.20070, -1.45626, 0.20790)
H (0.75768, -2.49652, 1.87240)
H (1.70376, -1.21293, 2.41906)
H (-3.44562, -0.29560, -1.08152)
H (-2.83534, -0.29179, 0.35829)
O (-3.31685, -0.81415, -0.28516)

Computed properties:
Total charge = 0
SMILES string = CC/C=C/N.O
LUMO level = 1.025 eV
Energy above the lowest of the compared OMol25 structures with the same formula, charge and spin = 38.1 kcal/mol
HOMO energy = -7.80 eV

These are the Löwdin partial charges, in e, on atoms 1 to 6: -0.09, -0.26, -0.17, -0.23, 0.05, 0.05


Record 11
C4H11NO | ωB97M-V with the def2-TZVPD basis set

CARTESIAN COORDINATES (ANGSTROEM)
C (0.29711, -2.25631, -2.39258)
N (-0.49721, -1.57287, -1.40151)
C (0.16031, -1.52887, -0.09261)
C (1.58162, 0.06962, 1.10270)
C (0.70130, -0.12824, 0.12000)
H (1.33102, -2.13300, -2.02779)
H (0.03827, -2.06191, -3.53577)
H (0.12473, -3.37592, -2.30180)
H (-1.29507, -2.15836, -1.31615)
H (-0.70774, -1.78054, 0.51937)
H (1.03043, -2.23518, 0.11596)
H (2.14410, 1.04623, 1.26649)
H (1.71484, -0.72720, 1.85991)
H (0.79189, 0.65725, -0.66538)
H (-2.46570, 5.46557, 3.37189)
H (-2.07224, 6.66367, 2.60246)
O (-2.87768, 6.05607, 2.77480)

Computed properties:
Total charge = 0
SMILES string = C=CCNC.O
LUMO level = 0.992 eV
Energy above the lowest of the compared OMol25 structures with the same formula, charge and spin = 69.6 kcal/mol
HOMO energy = -9.05 eV

These are the Löwdin partial charges, in e, on atoms 1 to 6: -0.17, -0.16, -0.27, -0.04, -0.18, 0.07


Record 12
C4H11NO | ωB97M-V with the def2-TZVPD basis set

CARTESIAN COORDINATES (ANGSTROEM)
C (1.33011, -2.06805, 0.08303)
C (0.79905, -0.82882, -0.59501)
N (-0.45069, -1.09440, -1.33359)
H (1.62671, -2.82658, -0.64520)
H (2.16667, -1.87079, 0.74807)
H (0.56606, -2.54451, 0.70666)
H (0.56910, -0.01941, 0.09873)
H (1.55541, -0.48938, -1.30308)
H (-0.32556, -0.83324, -2.30332)
H (-0.66604, -2.09009, -1.36634)
C (-1.69347, 2.17717, 0.24562)
C (-1.06578, 2.07852, 1.40457)
O (0.26045, 2.43543, 1.58900)
H (-2.64617, 1.68796, 0.12005)
H (-1.21823, 2.52952, -0.65658)
H (-1.57229, 1.76742, 2.30480)
H (0.76466, 1.98926, 0.90259)

Computed properties:
Total charge = 0
SMILES string = C=CO.CCN
LUMO level = 0.973 eV
Energy above the lowest of the compared OMol25 structures with the same formula, charge and spin = 44.1 kcal/mol
HOMO energy = -9.25 eV

These are the Löwdin partial charges, in e, on atoms 1 to 6: -0.12, -0.34, -0.02, 0.07, 0.07, 0.07


Record 13
C4H11NO | ωB97M-V with the def2-TZVPD basis set

CARTESIAN COORDINATES (ANGSTROEM)
C (-1.20721, -0.36944, 1.19787)
C (-0.27036, 0.35149, 0.33081)
C (1.03911, 0.36245, 0.53873)
N (1.72139, -0.18654, 1.62930)
C (-0.93039, 0.95900, -0.86146)
H (-1.76618, 0.35706, 1.99726)
H (-2.01077, -0.87116, 0.67964)
H (-0.78823, -1.15210, 1.91238)
H (1.72177, 0.90136, -0.16869)
H (2.16437, -1.06850, 1.45380)
H (1.21380, -0.16757, 2.51889)
H (-1.62429, 1.79287, -0.60688)
H (-0.15329, 1.44429, -1.57916)
H (-1.43257, 0.29998, -1.55107)
H (0.82273, -1.62618, -2.32603)
H (0.43097, -0.23692, -2.77265)
O (1.06914, -0.79009, -2.39273)

Computed properties:
Total charge = 0
SMILES string = CC(C)=CN.O
LUMO level = 0.821 eV
Energy above the lowest of the compared OMol25 structures with the same formula, charge and spin = 46.7 kcal/mol
HOMO energy = -8.23 eV

These are the Löwdin partial charges, in e, on atoms 1 to 6: -0.10, -0.40, -0.21, 0.02, -0.10, 0.13


Record 14
C4H11NO | ωB97M-V with the def2-TZVPD basis set

CARTESIAN COORDINATES (ANGSTROEM)
C (0.62692, 1.80022, -0.05104)
C (0.61193, 3.00392, -0.99215)
H (0.79052, 2.03459, 1.00709)
H (-0.34061, 1.31619, 0.04113)
H (1.25044, 1.02846, -0.52425)
H (1.50269, 3.08403, -1.62698)
H (0.56416, 3.91052, -0.40143)
H (-0.20136, 2.88094, -1.70461)
C (-1.52764, -1.75465, 0.16475)
C (-0.23116, -1.81148, 0.90860)
O (0.22877, -0.96830, 1.65744)
N (0.59049, -2.88232, 0.60048)
H (1.53276, -2.83255, 0.92798)
H (0.34261, -3.69338, 0.06466)
H (-1.52115, -2.14224, -0.85250)
H (-1.81454, -0.70596, 0.19328)
H (-2.40483, -2.26799, 0.58754)

Computed properties:
Total charge = 0
SMILES string = CC(N)=O.CC
LUMO level = 0.853 eV
Energy above the lowest of the compared OMol25 structures with the same formula, charge and spin = 12.6 kcal/mol
HOMO energy = -10.01 eV

These are the Löwdin partial charges, in e, on atoms 1 to 6: -0.18, -0.17, 0.07, 0.03, 0.07, 0.06